[1]
Computed, not measured: C14H27Cl2N2O2P2V as an isolated structure, with ωB97M-V/def2-TZVPD.

CARTESIAN COORDINATES (ANGSTROEM)
C1 -1.233 1.711 -2.227
C2 -1.501 0.391 -1.711
H1 -1.894 2.469 -1.771
H2 -1.433 1.726 -3.315
H3 -0.171 2.018 -2.065
O1 -2.468 -0.300 -1.573
Cl1 2.883 1.949 0.138
V1 1.188 0.490 -0.355
P1 1.061 -0.419 -2.741
C3 0.053 -1.904 -3.093
C4 0.884 0.594 -4.258
H4 1.442 0.122 -5.080
H5 2.694 -1.481 -4.182
H6 1.320 1.586 -4.071
H7 3.458 -0.347 -3.006
H8 -1.018 -1.676 -3.044
H9 -0.164 0.702 -4.553
C5 2.702 -1.129 -3.144
H10 0.312 -2.296 -4.087
H11 2.919 -1.947 -2.449
H12 0.291 -2.665 -2.339
P2 -0.352 2.040 0.764
C6 -2.052 1.611 1.253
C7 0.402 2.269 2.418
H13 0.527 4.140 0.000
H14 -0.945 4.368 1.002
H15 -1.082 3.874 -0.706
C8 -0.485 3.770 0.204
H16 1.447 2.571 2.283
H17 -0.154 3.047 2.955
H18 -2.564 2.520 1.598
H19 -2.011 0.885 2.073
H20 0.380 1.339 2.998
H21 -2.610 1.162 0.427
Cl2 2.735 -1.219 -0.106
N1 0.176 -2.826 5.242
C9 0.395 -1.720 4.446
O2 0.895 -0.680 4.874
C10 -0.092 -1.863 3.037
C11 -1.139 -2.707 2.652
C12 -1.514 -2.724 1.316
C13 -0.874 -1.870 0.410
N2 0.023 -0.966 0.809
C14 0.498 -1.025 2.079
H22 0.649 -2.815 6.138
H23 0.076 -3.735 4.805
H24 -1.644 -3.326 3.391
H25 -2.297 -3.375 0.935
H26 -1.102 -1.918 -0.661
H27 1.389 -0.422 2.289

ΔE to the lowest compared entry with this formula, charge and spin, kJ/mol: 348.78
<S²>: 0.83
HOMO-LUMO gap (spin up / spin down), eV: 4.308 / 4.102
E_HOMO (spin up / spin down), eV: -17.939 / -17.941
Multiplicity: 2
Charge: +3

***

[2]
Computed, not measured: C14H27NaO13 as an isolated structure, with ωB97M-V/def2-TZVPD.

CARTESIAN COORDINATES (ANGSTROEM)
Na1 -0.027 -2.027 0.699
C1 -3.417 -7.096 2.010
O1 -2.757 -5.898 1.651
H1 -3.607 -7.271 3.069
H2 -4.417 -7.221 1.596
H3 -2.917 -8.013 1.697
C2 6.651 5.136 -1.560
C3 5.244 4.732 -1.993
C4 5.343 3.706 -3.113
O2 4.755 2.593 -2.667
C5 4.215 2.799 -1.480
O3 3.380 2.081 -0.918
O4 4.512 3.989 -0.999
H4 7.362 4.365 -1.265
H5 6.653 5.862 -0.747
H6 7.203 5.714 -2.301
H7 4.656 5.582 -2.339
H8 6.384 3.488 -3.351
H9 4.795 4.248 -3.884
C6 0.602 -1.596 -6.373
O5 -0.775 -1.680 -6.009
C7 -1.133 -2.112 -4.838
O6 -0.357 -2.409 -3.938
O7 -2.487 -2.124 -4.789
C8 -3.076 -2.647 -3.644
H10 0.902 -2.642 -6.423
H11 1.090 -0.993 -5.607
H12 0.871 -1.173 -7.341
H13 -2.863 -2.035 -2.768
H14 -2.850 -3.706 -3.518
H15 -4.145 -2.466 -3.751
C9 1.099 0.964 5.939
O8 1.300 -0.371 6.525
C10 1.679 -1.503 5.833
O9 2.258 -1.549 4.678
O10 1.208 -2.553 6.561
C11 1.421 -3.872 6.019
H16 1.992 1.274 5.397
H17 0.936 1.653 6.768
H18 0.177 0.975 5.358
H19 2.137 -4.441 6.612
H20 1.824 -3.911 5.007
H21 0.487 -4.429 6.090
C12 -6.451 0.836 1.123
O11 -5.911 1.881 0.355
C13 -4.558 2.097 0.276
O12 -3.670 1.309 0.617
O13 -4.408 3.268 -0.218
C14 -3.144 3.788 -0.473
H22 -7.412 1.107 1.561
H23 -5.788 0.403 1.871
H24 -6.669 0.021 0.433
H25 -3.337 4.830 -0.730
H26 -2.450 3.255 -1.124
H27 -2.511 3.784 0.414

ΔE to the lowest compared entry with this formula, charge and spin, kJ/mol: 685.66
HOMO-LUMO gap, eV: 2.782
E_HOMO, eV: -4.492
Multiplicity: 1

***

[3]
Computed, not measured: a 2-piece molecular cluster, C14H28B2F5IN3O8S overall, with ωB97M-V/def2-TZVPD.

CARTESIAN COORDINATES (ANGSTROEM)
C1 0.771 4.526 -2.853
C2 1.391 3.213 -2.353
O1 0.661 2.066 -2.781
B1 -0.183 1.480 -1.841
O2 -1.031 2.324 -1.170
C3 -0.147 -0.102 -1.653
O3 -1.461 -0.633 -1.842
B2 -1.958 -1.251 -0.600
C4 -2.410 -2.840 -0.775
C5 -1.740 -3.744 0.233
C6 -2.141 -3.493 1.681
I1 -2.244 -5.863 -0.245
C7 -3.261 -0.362 -0.060
F1 -3.953 -0.956 0.978
F2 -2.862 0.868 0.455
C8 -4.316 -0.025 -1.157
F3 -4.241 -0.865 -2.191
F4 -4.177 1.212 -1.633
F5 -5.580 -0.115 -0.699
O4 -0.850 -1.059 0.362
C9 0.341 -0.623 -0.268
C10 0.893 0.501 0.634
C11 1.435 -1.737 -0.278
C12 1.754 -2.581 -1.525
N1 2.629 -3.673 -1.026
N2 2.486 -1.771 -2.520
N3 0.569 -3.167 -2.134
H1 -0.244 4.334 -3.211
H2 0.698 5.259 -2.043
H3 1.358 4.961 -3.669
H4 1.468 3.235 -1.260
H5 2.408 3.097 -2.745
H6 -1.310 1.976 -0.316
H7 0.456 -0.475 -2.483
H8 -3.493 -3.009 -0.717
H9 -2.113 -3.123 -1.791
H10 -0.659 -3.734 0.121
H11 -1.511 -2.687 2.071
H12 -1.999 -4.377 2.311
H13 -3.189 -3.193 1.746
H14 1.482 0.072 1.456
H15 0.071 1.058 1.088
H16 1.574 1.171 0.093
H17 1.176 -2.408 0.548
H18 2.390 -1.261 -0.025
H19 3.527 -3.282 -0.751
H20 2.812 -4.307 -1.800
H21 1.919 -1.626 -3.349
H22 3.305 -2.287 -2.820
H23 0.312 -4.000 -1.608
H24 0.815 -3.510 -3.059
C13 1.492 4.310 4.900
C14 1.220 2.857 5.238
O5 1.195 2.205 3.963
S1 2.222 2.910 2.968
O6 3.449 2.198 2.960
O7 1.548 3.251 1.771
O8 2.441 4.250 3.828
H25 0.591 4.815 4.545
H26 1.925 4.864 5.729
H27 0.265 2.702 5.731
H28 2.024 2.426 5.839

HOMO-LUMO gap, eV: 6.762
E_HOMO, eV: -4.818
Multiplicity: 1
Charge: -1

***

[4]
Computed, not measured: a 4-piece molecular cluster, C14H28BNO11P overall, with ωB97M-V/def2-TZVPD.

CARTESIAN COORDINATES (ANGSTROEM)
C1 -3.255 -2.407 -1.741
B1 -2.408 -1.606 -0.728
O1 -2.862 -0.438 -0.242
N1 -1.025 -2.101 -0.234
P1 -0.826 -3.809 0.518
C2 -1.781 -3.597 2.051
O2 -1.766 -4.744 -0.373
H1 -3.866 -3.137 -1.204
H2 -3.916 -1.735 -2.277
H3 -2.652 -2.980 -2.444
H4 -2.346 -0.004 0.440
H5 -0.313 -2.046 -0.965
H6 -0.674 -1.466 0.486
H7 -1.665 -2.579 2.424
H8 -2.837 -3.841 1.955
H9 -1.292 -4.264 2.759
H10 -2.711 -4.711 -0.186
C3 1.572 3.058 3.124
C4 0.773 1.911 2.567
C5 1.222 0.522 2.979
O3 0.856 -0.272 1.818
C6 0.853 0.555 0.748
O4 0.766 0.162 -0.382
O5 0.925 1.826 1.118
H11 1.171 4.012 2.784
H12 1.536 3.039 4.213
H13 2.611 2.989 2.801
H14 -0.293 2.050 2.766
H15 0.721 0.137 3.861
H16 2.302 0.455 3.106
C7 -2.630 4.325 -1.278
C8 -1.611 5.241 -0.653
C9 -0.552 4.562 0.193
O6 -0.244 5.558 1.169
C10 -1.337 6.362 1.310
O7 -1.481 7.152 2.176
O8 -2.226 6.104 0.323
H17 -3.344 4.889 -1.875
H18 -2.135 3.600 -1.926
H19 -3.187 3.794 -0.504
H20 -1.145 5.875 -1.411
H21 0.345 4.289 -0.358
H22 -0.944 3.682 0.710
C11 4.168 -3.353 -0.911
C12 3.603 -2.773 -2.181
C13 2.089 -2.721 -2.259
O9 1.837 -2.850 -3.655
C14 2.892 -3.519 -4.211
O10 2.908 -3.951 -5.309
O11 3.900 -3.611 -3.310
H23 5.256 -3.341 -0.932
H24 3.834 -2.770 -0.051
H25 3.846 -4.387 -0.789
H26 4.027 -1.785 -2.380
H27 1.681 -1.779 -1.891
H28 1.627 -3.572 -1.741

HOMO-LUMO gap, eV: 9.803
E_HOMO, eV: -13.017
Multiplicity: 1
Charge: +1